The following is a DFT calculation (ωB97M-V with the def2-TZVPD basis set) of a structure of composition C16H18ClO2PRu.

Atoms and positions in Å:
Cl1 -0.282 3.574 -3.276
C1 -2.443 -0.180 -3.614
C2 -1.492 -1.157 -3.154
C3 -0.266 -0.938 -3.856
H1 -1.684 -1.968 -2.454
C4 -0.424 0.217 -4.727
C5 -1.808 0.659 -4.596
H2 -2.245 1.487 -5.157
H3 -3.470 -0.105 -3.281
H4 0.637 -1.535 -3.798
C6 0.640 0.892 -5.509
Ru1 -0.724 1.027 -2.741
C7 1.012 1.107 -2.076
O1 2.087 1.205 -1.624
C8 -1.561 1.783 -1.223
O2 -1.997 2.247 -0.251
H5 1.620 0.574 -5.136
H6 0.557 1.977 -5.353
H7 0.579 0.670 -6.579
C9 -0.317 -1.096 1.032
P1 1.268 -0.481 1.756
C10 0.915 1.324 1.735
C11 0.979 -0.831 3.523
C12 2.017 -1.460 4.238
C13 1.840 -1.745 5.592
C14 0.649 -1.394 6.245
C15 -0.373 -0.760 5.526
C16 -0.216 -0.474 4.165
H8 -0.229 -0.974 -0.060
H9 -1.178 -0.513 1.397
H10 -0.451 -2.165 1.262
H11 -0.079 1.524 2.156
H12 1.685 1.842 2.319
H13 0.957 1.686 0.699
H14 2.950 -1.703 3.718
H15 2.644 -2.240 6.137
H16 0.523 -1.627 7.308
H17 -1.296 -0.480 6.036
H18 -1.021 0.031 3.621

Properties
- orbital gap (alpha / beta) (eV) = 7.52 / 4.92
- E (Ha) = -1666.6559
- 2S+1 = 5
- total charge = +2
- relative energy (zero: lowest compared OMol25 entry of this formula, charge and spin) (kJ/mol) = 19.8